--- i ---
Computed, not measured: 2 unconnected molecules or ions with the total composition C2H4O2S2, with ωB97M-V with the def2-TZVPD basis set.

Calculated values
E_LUMO (spin up / spin down)	-1.6 / -1.6	eV
net charge	0
gap between HOMO and LUMO (spin up / spin down)	8.0 / 7.9	eV

Last column: Mulliken charge in e.
CARTESIAN COORDINATES (ANGSTROEM)
C (1.543, 0.424, -0.228)  -0.69
C (1.559, 0.180, 1.052)  -0.35
O (-2.206, -1.872, -1.422)  -0.42
O (-3.329, 0.289, 0.634)  -0.42
S (-1.399, -0.660, -1.408)  0.43
S (-2.108, 0.735, -0.034)  0.40
H (0.956, 1.122, -0.730)  0.41
H (2.121, -0.136, -1.061)  0.17
H (1.981, -0.728, 1.433)  0.25
H (0.882, 0.646, 1.763)  0.22

--- ii ---
Computed, not measured: 2 unconnected molecules or ions with the total composition C2H4O2S2, with ωB97M-V with the def2-TZVPD basis set.

Calculated values
E_LUMO	-1.1	eV
net charge	0
structure (SMILES)	O=S(=O)=S.C=C
gap between HOMO and LUMO	9.2	eV

Last column: Mulliken charge in e.
CARTESIAN COORDINATES (ANGSTROEM)
C (0.083, 1.312, 0.869)  -0.38
C (0.845, 0.299, 0.451)  -0.59
O (0.512, -1.989, -1.524)  -0.43
O (-1.131, -1.752, 0.229)  -0.39
S (-1.472, 0.049, -2.011)  -0.13
S (-0.575, -1.252, -0.984)  0.83
H (-0.012, 1.551, 1.938)  0.20
H (-0.696, 1.983, 0.388)  0.19
H (0.949, 0.006, -0.555)  0.46
H (1.497, -0.207, 1.199)  0.24

Which structure is the most stable? The one labeled ii.

--- i ---
Computed, not measured: a single C8H16N2 molecule, with ωB97M-V with the def2-TZVPD basis set.

Calculated values
E_LUMO	0.9	eV
net charge	0
gap between HOMO and LUMO	9.0	eV

Last column: Mulliken charge in e.
CARTESIAN COORDINATES (ANGSTROEM)
C (-0.918, -1.146, -0.768)  0.31
C (-0.179, -0.233, -0.244)  -0.88
C (-2.413, -0.869, -0.662)  -0.82
C (1.687, 0.767, 1.065)  -1.78
C (1.544, 1.158, -1.337)  -1.74
C (2.024, -1.137, -0.637)  -1.75
C (-1.746, 0.324, 1.946)  -0.79
C (1.266, 0.166, -0.229)  2.44
N (-2.520, 0.527, -0.238)  -0.39
N (-1.540, 0.936, 0.655)  -0.24
H (-0.528, -1.979, -1.434)  0.33
H (-3.021, -1.260, -1.581)  0.32
H (-2.782, -1.449, 0.160)  0.29
H (1.451, 0.341, 2.033)  0.32
H (2.799, 0.849, 1.166)  0.36
H (1.163, 1.758, 1.107)  0.39
H (2.598, 1.041, -1.678)  0.36
H (1.359, 2.181, -1.102)  0.41
H (0.949, 0.823, -2.145)  0.48
H (1.713, -1.965, 0.085)  0.37
H (3.144, -0.827, -0.586)  0.37
H (1.924, -1.395, -1.629)  0.48
H (-2.409, 0.867, 2.489)  0.46
H (-2.191, -0.761, 2.041)  0.17
H (-0.883, 0.149, 2.571)  0.21
H (-2.492, 1.133, -1.050)  0.32

--- ii ---
Computed, not measured: 2 unconnected molecules or ions with the total composition C8H16N2, with ωB97M-V with the def2-TZVPD basis set.

Calculated values
E_LUMO	0.1	eV
net charge	0
structure (SMILES)	[H]/N=C(/C)C(C)C.[H]/N=C/C=C
gap between HOMO and LUMO	8.8	eV

Last column: Mulliken charge in e.
CARTESIAN COORDINATES (ANGSTROEM)
C (1.397, -0.079, -0.592)  0.86
C (1.101, 0.757, 1.913)  -1.28
C (0.651, -0.030, -1.914)  -1.49
C (1.559, -1.499, -0.074)  -1.38
C (0.972, 1.137, 0.521)  0.57
N (0.461, 2.224, 0.153)  -0.83
H (2.408, 0.316, -0.760)  0.34
H (0.055, 2.249, -0.779)  0.23
H (2.038, 0.263, 2.144)  0.38
H (0.928, 1.600, 2.574)  0.40
H (0.141, -0.115, 2.083)  0.27
H (0.473, 0.980, -2.268)  0.41
H (-0.314, -0.523, -1.846)  0.17
H (1.219, -0.549, -2.688)  0.43
H (2.054, -1.542, 0.894)  0.30
H (0.605, -2.014, 0.010)  0.18
H (2.171, -2.082, -0.767)  0.44
C (-1.686, -0.809, 0.621)  -0.24
C (-2.088, 0.512, 0.204)  0.07
C (-2.635, 0.760, -0.988)  -0.83
N (-1.128, -1.007, 1.766)  -0.62
H (-0.887, -1.972, 1.969)  0.26
H (-1.777, -1.603, -0.127)  0.41
H (-1.937, 1.305, 0.924)  0.36
H (-2.961, 1.750, -1.264)  0.29
H (-2.820, -0.027, -1.706)  0.29

--- iii ---
Computed, not measured: 2 unconnected molecules or ions with the total composition C8H16N2, with ωB97M-V with the def2-TZVPD basis set.

Calculated values
E_LUMO	0.9	eV
net charge	0
structure (SMILES)	Cc1c[nH]cn1.CC(C)C
gap between HOMO and LUMO	9.4	eV

Last column: Mulliken charge in e.
CARTESIAN COORDINATES (ANGSTROEM)
C (0.462, 0.008, 2.108)  -0.58
C (0.222, -3.249, 0.721)  -0.23
C (-0.020, -1.254, 1.466)  0.65
C (-1.272, -1.648, 1.103)  -0.61
N (0.887, -2.252, 1.234)  -0.62
N (-1.125, -2.933, 0.635)  -0.09
H (0.496, -4.256, 0.461)  0.39
H (-1.772, -3.514, 0.111)  0.22
H (-2.204, -1.115, 1.111)  0.42
H (0.053, 0.154, 3.116)  0.33
H (0.122, 0.807, 1.441)  -0.20
H (1.522, 0.011, 2.339)  0.32
C (-0.063, 2.677, -1.596)  0.78
C (-0.803, 1.317, -1.663)  -1.35
C (0.716, 2.892, -0.301)  -1.38
C (0.949, 2.719, -2.766)  -1.49
H (-0.846, 3.394, -1.865)  0.25
H (-1.604, 1.287, -0.924)  0.32
H (-0.084, 0.539, -1.391)  0.28
H (1.256, 1.975, -0.087)  0.29
H (1.454, 3.682, -0.393)  0.42
H (0.004, 2.994, 0.511)  0.33
H (0.454, 2.982, -3.696)  0.40
H (1.612, 3.591, -2.680)  0.39
H (1.612, 1.856, -2.828)  0.34
H (-1.137, 1.158, -2.685)  0.43

Which structure is the most stable? The one labeled iii.

--- i ---
Computed, not measured: a single C2H3NOS molecule, with ωB97M-V with the def2-TZVPD basis set.

Calculated values
E_LUMO	0.8	eV
net charge	0
structure (SMILES)	C1=NSCO1
gap between HOMO and LUMO	9.4	eV

Last column: Mulliken charge in e.
CARTESIAN COORDINATES (ANGSTROEM)
C (0.027, 1.257, 0.059)  -0.25
C (1.148, -0.735, 0.008)  0.16
H (-0.100, 1.861, 0.954)  0.27
H (-0.004, 1.993, -0.755)  0.25
H (2.107, -1.244, 0.045)  0.36
N (0.030, -1.293, 0.041)  -0.41
O (1.281, 0.599, -0.061)  -0.34
S (-1.220, -0.092, -0.028)  -0.03

--- ii ---
Computed, not measured: 2 unconnected molecules or ions with the total composition C2H3NOS, with ωB97M-V with the def2-TZVPD basis set.

Calculated values
E_LUMO (spin up / spin down)	-2.3 / -2.3	eV
net charge	0
gap between HOMO and LUMO (spin up / spin down)	6.6 / 6.6	eV

Last column: Mulliken charge in e.
CARTESIAN COORDINATES (ANGSTROEM)
C (0.074, 1.914, 0.569)  0.58
C (-0.396, -0.806, -0.108)  -0.23
N (-0.807, 2.678, 0.793)  -0.55
O (0.930, 1.080, 0.298)  -0.62
S (0.315, -1.450, -1.516)  0.04
H (-1.103, 0.108, -0.039)  0.31
H (-0.197, -1.285, 0.892)  0.29
H (1.185, -2.240, -0.889)  0.20

--- iii ---
Computed, not measured: a single C2H3NOS molecule, with ωB97M-V with the def2-TZVPD basis set.

Calculated values
E_LUMO	-1.0	eV
net charge	0
structure (SMILES)	NC(=O)C=S
gap between HOMO and LUMO	8.2	eV

Last column: Mulliken charge in e.
CARTESIAN COORDINATES (ANGSTROEM)
C (1.047, -0.009, 0.009)  0.68
C (-0.407, -0.663, 0.205)  -0.25
H (0.128, 1.560, 0.387)  0.22
H (2.007, 1.683, -0.276)  0.24
H (-0.408, -1.762, 0.208)  0.31
N (1.179, 1.290, 0.044)  -0.38
O (1.876, -0.958, -0.095)  -0.59
S (-1.802, 0.074, -0.072)  -0.23

Which structure is the most stable? The one labeled i.

--- i ---
Computed, not measured: a molecular structure, CHBrO, with ωB97M-V with the def2-TZVPD basis set.

Calculated values
E_LUMO (spin up / spin down)	-2.0 / -2.1	eV
net charge	0
gap between HOMO and LUMO (spin up / spin down)	7.8 / 7.7	eV

Last column: Mulliken charge in e.
CARTESIAN COORDINATES (ANGSTROEM)
C (-0.095, -0.169, -0.162)  -0.03
O (-0.099, 1.700, 0.045)  -0.46
Br (1.083, -0.970, 0.873)  0.14
H (-0.889, -0.562, -0.756)  0.35

--- ii ---
Computed, not measured: 3 unconnected molecules or ions with the total composition CHBrO, with ωB97M-V with the def2-TZVPD basis set.

Calculated values
E_LUMO (spin up / spin down)	-2.4 / -2.4	eV
net charge	0
gap between HOMO and LUMO (spin up / spin down)	7.2 / 7.2	eV

Last column: Mulliken charge in e.
CARTESIAN COORDINATES (ANGSTROEM)
C (-0.122, -0.866, 0.130)  -0.01
O (-0.501, 1.445, 0.241)  -0.60
Br (1.596, -1.102, 0.307)  0.26
H (-0.973, 0.523, -0.678)  0.34

Which structure is the most stable? The one labeled i.

--- i ---
Computed, not measured: a molecular structure, C33H26FN7O5PtS3, with ωB97M-V with the def2-TZVPD basis set.

Calculated values
E_LUMO	-0.3	eV
net charge	0
gap between HOMO and LUMO	7.0	eV

Last column: Mulliken charge in e.
CARTESIAN COORDINATES (ANGSTROEM)
Pt (-1.030, 0.627, -1.813)  1.06
N (-4.141, -1.762, -0.675)  -0.04
C (-3.294, -2.855, -0.804)  0.60
C (-3.460, -4.204, -0.507)  -1.07
C (-2.382, -5.025, -0.765)  -0.51
C (-1.185, -4.526, -1.309)  -0.81
C (-1.026, -3.191, -1.607)  -0.44
C (-2.104, -2.354, -1.335)  0.66
N (-2.249, -0.990, -1.517)  -0.23
C (-3.458, -0.681, -1.114)  0.31
C (-3.828, 0.725, -1.118)  -0.40
C (-5.013, 1.375, -1.079)  -0.23
S (-4.751, 3.058, -1.239)  -0.18
C (-3.076, 2.805, -1.383)  -0.21
N (-2.726, 1.552, -1.295)  0.09
H (-5.056, -1.754, -0.262)  0.21
H (-4.382, -4.592, -0.093)  0.41
H (-2.460, -6.081, -0.545)  0.39
H (-0.370, -5.213, -1.498)  0.44
H (-0.117, -2.783, -2.027)  0.53
H (-6.003, 0.962, -0.980)  0.46
H (-2.364, 3.606, -1.503)  0.32
C (5.820, -1.827, 0.323)  -1.96
C (4.893, -1.914, 1.522)  0.63
C (5.138, -3.180, 2.332)  -1.00
C (4.327, -3.134, 3.616)  -1.10
C (2.881, -2.823, 3.325)  1.26
C (1.896, -3.157, 4.229)  -0.79
C (0.566, -2.887, 3.939)  0.09
F (-0.369, -3.233, 4.853)  -0.38
C (0.184, -2.303, 2.766)  -0.87
C (1.164, -1.960, 1.830)  0.65
C (0.712, -1.342, 0.552)  1.22
O (-0.480, -1.062, 0.425)  -0.74
C (1.761, -1.167, -0.422)  -0.18
C (3.049, -1.402, -0.035)  -0.82
N (3.463, -1.865, 1.157)  0.27
C (2.508, -2.211, 2.113)  -0.79
C (1.657, -0.683, -1.858)  0.43
O (2.680, -0.607, -2.515)  -0.81
O (0.485, -0.498, -2.407)  -0.66
H (6.845, -1.920, 0.682)  0.46
H (5.742, -0.878, -0.204)  0.53
H (5.631, -2.637, -0.385)  0.35
H (5.085, -1.053, 2.174)  0.17
H (6.202, -3.265, 2.552)  0.37
H (4.853, -4.046, 1.726)  0.32
H (4.740, -2.364, 4.275)  0.34
H (4.394, -4.079, 4.157)  0.44
H (2.148, -3.642, 5.164)  0.51
H (-0.852, -2.099, 2.535)  0.65
H (3.810, -1.179, -0.765)  0.82
N (-3.409, 5.174, 2.407)  -0.58
C (-2.402, 4.662, 1.603)  0.92
C (-1.983, 3.335, 1.749)  -0.62
C (-0.945, 2.838, 0.983)  -0.63
C (-0.312, 3.663, 0.059)  -0.25
C (-0.709, 4.984, -0.090)  -0.50
C (-1.752, 5.480, 0.675)  -0.62
S (0.887, 2.960, -1.025)  1.03
O (1.705, 4.023, -1.540)  -0.81
O (1.489, 1.868, -0.318)  -0.53
N (-0.042, 2.358, -2.214)  -0.36
C (-0.339, 3.074, -3.348)  0.49
S (0.612, 4.404, -3.971)  -0.05
C (-0.501, 4.548, -5.279)  -0.19
C (-1.472, 3.619, -5.163)  -0.75
N (-1.394, 2.792, -4.069)  -0.30
H (-4.026, 4.509, 2.840)  0.21
H (-3.864, 6.012, 2.089)  0.21
H (-2.469, 2.699, 2.480)  0.35
H (-0.619, 1.808, 1.087)  0.57
H (-0.199, 5.616, -0.806)  0.50
H (-2.055, 6.515, 0.569)  0.32
H (-0.371, 5.290, -6.049)  0.42
H (-2.290, 3.487, -5.857)  0.37

--- ii ---
Computed, not measured: a molecular structure, C33H26FN7O5PtS3, with ωB97M-V with the def2-TZVPD basis set.

Calculated values
E_LUMO	-0.7	eV
net charge	0
gap between HOMO and LUMO	6.6	eV

Last column: Mulliken charge in e.
CARTESIAN COORDINATES (ANGSTROEM)
Pt (-0.770, -2.932, -0.538)  0.55
N (1.973, -5.981, -0.691)  -0.03
C (2.834, -5.113, -1.342)  0.25
C (4.132, -5.278, -1.813)  -1.15
C (4.707, -4.178, -2.418)  -0.42
C (4.015, -2.963, -2.552)  -0.87
C (2.728, -2.803, -2.088)  -0.14
C (2.141, -3.906, -1.471)  0.82
N (0.887, -4.067, -0.919)  -0.07
C (0.830, -5.300, -0.447)  0.28
C (-0.355, -5.681, 0.303)  -0.27
C (-0.733, -6.811, 0.949)  -0.09
S (-2.232, -6.565, 1.734)  -0.13
C (-2.286, -4.964, 1.166)  -0.05
N (-1.264, -4.635, 0.421)  -0.04
H (2.172, -6.927, -0.420)  0.20
H (4.666, -6.213, -1.710)  0.39
H (5.716, -4.253, -2.799)  0.38
H (4.508, -2.131, -3.036)  0.45
H (2.182, -1.877, -2.189)  0.32
H (-0.212, -7.751, 1.009)  0.40
H (-3.087, -4.277, 1.386)  0.42
C (2.510, 4.406, -0.725)  -1.48
C (1.276, 3.945, 0.041)  -0.30
C (1.121, 4.586, 1.413)  -0.87
C (2.271, 4.174, 2.319)  -1.42
C (2.348, 2.672, 2.382)  1.13
C (2.856, 2.031, 3.492)  -0.78
C (2.850, 0.645, 3.563)  0.09
F (3.357, 0.064, 4.674)  -0.38
C (2.331, -0.133, 2.567)  -0.55
C (1.813, 0.494, 1.432)  0.33
C (1.189, -0.347, 0.393)  1.11
O (1.143, -1.573, 0.533)  -0.89
C (0.658, 0.364, -0.739)  0.24
C (0.758, 1.726, -0.763)  -0.53
N (1.291, 2.482, 0.201)  0.53
C (1.835, 1.889, 1.331)  -0.65
C (-0.087, -0.246, -1.895)  -0.10
O (-0.374, 0.477, -2.844)  -0.77
O (-0.401, -1.502, -1.898)  -0.72
H (2.496, 5.491, -0.847)  0.40
H (2.535, 3.951, -1.716)  0.38
H (3.428, 4.128, -0.207)  0.35
H (0.383, 4.167, -0.546)  0.48
H (0.179, 4.240, 1.844)  0.29
H (1.069, 5.670, 1.301)  0.44
H (2.130, 4.571, 3.325)  0.46
H (3.216, 4.586, 1.952)  0.41
H (3.241, 2.601, 4.329)  0.49
H (2.294, -1.210, 2.638)  0.59
H (0.349, 2.258, -1.613)  0.95
N (-4.160, 5.136, -2.366)  -0.56
C (-3.750, 4.177, -1.447)  0.86
C (-4.168, 4.241, -0.115)  -0.78
C (-3.718, 3.315, 0.807)  -1.04
C (-2.841, 2.312, 0.419)  -0.02
C (-2.436, 2.231, -0.906)  0.00
C (-2.884, 3.151, -1.833)  -0.68
S (-2.189, 1.220, 1.660)  0.89
O (-3.225, 1.085, 2.658)  -0.71
O (-0.923, 1.770, 2.082)  -0.38
N (-1.868, -0.174, 0.929)  -0.25
C (-2.834, -0.902, 0.419)  0.40
S (-4.542, -0.508, 0.369)  -0.02
C (-4.864, -1.943, -0.545)  -0.53
C (-3.729, -2.638, -0.729)  -0.66
N (-2.596, -2.093, -0.159)  0.14
H (-4.993, 5.647, -2.125)  0.22
H (-4.135, 4.853, -3.332)  0.24
H (-4.856, 5.020, 0.194)  0.30
H (-4.055, 3.356, 1.835)  0.50
H (-1.794, 1.428, -1.239)  0.33
H (-2.569, 3.061, -2.866)  0.43
H (-5.850, -2.189, -0.897)  0.43
H (-3.637, -3.560, -1.285)  0.44

Which structure is the most stable? The one labeled ii.

--- i ---
Computed, not measured: 2 unconnected molecules or ions with the total composition C4H14N, with ωB97M-V with the def2-TZVPD basis set.

Calculated values
E_LUMO	-3.7	eV
net charge	+1
gap between HOMO and LUMO	10.8	eV

Last column: Mulliken charge in e.
CARTESIAN COORDINATES (ANGSTROEM)
C (-0.392, -0.160, -2.876)  -0.92
C (-1.001, -0.633, -1.557)  -0.55
H (0.528, -0.375, -3.379)  0.33
H (-1.097, -0.434, -3.769)  0.30
H (-0.367, 0.899, -2.588)  0.23
H (-1.945, 0.003, -1.618)  0.31
H (-1.413, -1.617, -1.803)  0.35
H (-0.276, -0.562, -0.742)  -0.10
C (-0.091, 0.391, 1.869)  -0.31
C (0.866, -0.700, 2.456)  -1.03
N (0.729, 1.194, 0.813)  -0.30
H (-1.025, -0.018, 1.491)  0.33
H (-0.453, 1.096, 2.585)  0.39
H (0.412, -1.091, 3.413)  0.31
H (1.902, -0.462, 2.407)  0.36
H (1.699, 1.287, 1.058)  0.34
H (0.880, 0.658, -0.013)  0.27
H (0.255, 2.057, 0.508)  0.36
H (0.789, -1.532, 1.745)  0.33

--- ii ---
Computed, not measured: 2 unconnected molecules or ions with the total composition C4H14N, with ωB97M-V with the def2-TZVPD basis set.

Calculated values
E_LUMO	-3.8	eV
net charge	+1
gap between HOMO and LUMO	11.3	eV

Last column: Mulliken charge in e.
CARTESIAN COORDINATES (ANGSTROEM)
C (-1.192, 1.184, 2.672)  -0.79
N (-0.068, 1.112, 1.656)  -0.30
H (-1.082, 0.344, 3.336)  0.33
H (-1.199, 2.174, 3.101)  0.36
H (-2.113, 1.016, 2.131)  0.34
H (0.103, 2.021, 1.227)  0.41
H (-0.259, 0.459, 0.889)  0.21
H (0.808, 0.827, 2.093)  0.37
C (0.628, 0.444, -1.442)  -1.33
C (0.897, -1.040, -1.170)  -0.05
C (-0.074, -1.963, -1.927)  -1.15
H (1.098, 1.103, -0.708)  0.32
H (-0.435, 0.674, -1.554)  0.36
H (1.072, 0.763, -2.386)  0.39
H (0.840, -1.272, -0.095)  0.28
H (1.913, -1.261, -1.489)  0.29
H (0.161, -2.010, -2.987)  0.32
H (-0.008, -2.976, -1.535)  0.34
H (-1.089, -1.598, -1.811)  0.31

Which structure is the most stable? The one labeled ii.